The following is a quantum chemistry calculation of 2 unconnected molecules or ions with the total composition C4H5Br2Cl in a non-equilibrium geometry, from the OMol25 dataset.

Geometry (Å):
C -0.910 -0.357 2.070
C -0.887 0.519 1.097
C 0.361 -0.096 -1.662
C 0.882 0.003 -0.296
Cl -1.714 1.685 0.224
Br 1.448 -1.725 0.300
Br 2.078 1.463 -0.122
H -1.700 -0.229 2.788
H 0.016 -0.972 2.115
H 1.047 -0.201 -2.620
H -0.154 0.846 -2.103
H -0.466 -0.936 -1.791

Output
- Expectation value of S²: 2.016
- Spin multiplicity: 3
- Lowest unoccupied orbital energy (spin up / spin down): 0.51 / -2.18 eV

natural (NBO) atomic charge list, values in e, 5 entries:
1. C -0.56
2. C 0.00
3. C -0.81
4. C -0.15
5. Cl 0.08